C3HFN2O2 | wB97M-V/def2-TZVPD

The geometry in XYZ format:
```
9
Properties=species:S:1:pos:R:3:forces:R:3:mulliken_charge:R:1
C 1.7550 0.6112 0.2979 -0.693 0.211 0.189 0.500
C -1.7037 0.8937 0.0246 -1.040 -0.260 0.809 0.539
C 0.1528 -1.0449 -0.2731 -2.214 3.112 2.049 0.341
N 2.2158 1.5365 0.7750 0.526 0.874 0.698 -0.312
N -2.4486 1.2544 0.8301 -0.191 0.469 0.630 -0.444
O 1.3109 -0.3758 -0.3800 -0.076 -2.183 -1.034 -0.308
O -0.9995 0.3997 -0.8706 2.671 -2.515 -0.868 -0.578
F 0.0933 -1.9681 -1.1211 -0.060 -0.601 -1.166 -0.129
H -0.3759 -1.3067 0.7172 1.078 0.892 -1.308 0.392
```
Positions in Å, forces in eV/Å.

## Properties
HOMO: -10.413 eV
ΔE to the lowest compared entry with this formula, charge and spin: 74.2 kcal per mole

---

C3HN2O4 | wB97M-V/def2-TZVPD

The geometry in XYZ format:
```
10
Properties=species:S:1:pos:R:3:forces:R:3:mulliken_charge:R:1
C -0.2384 -1.5758 0.0472 -2.362 2.312 -2.788 0.593
C 2.9068 -0.5421 -0.4425 0.601 -0.898 0.092 0.523
C 1.1551 1.3171 -0.0235 -1.384 -1.186 -3.190 0.606
N -0.7852 -0.8677 -0.7543 -0.479 0.000 -0.572 -0.681
N 1.8208 -0.0917 -0.2758 0.197 0.362 -0.123 -0.308
O 0.2471 1.5257 -0.8694 1.193 0.082 1.166 -0.683
O 0.0648 -2.3404 0.8097 2.138 -4.010 3.929 -0.423
O 3.9264 -1.1422 -0.5939 -0.469 0.636 -0.018 -0.592
O 1.6293 1.8635 0.8974 1.005 1.869 2.431 -0.548
H -0.3092 0.0447 -0.8072 -0.440 0.833 -0.927 0.513
```
Positions in Å, forces in eV/Å.

## Properties
HOMO: -5.868 eV
Total charge: -1
ΔE to the lowest compared entry with this formula, charge and spin: 2.8 kcal per mole

---

C3HN3 | wB97M-V/def2-TZVPD

The geometry in XYZ format:
```
7
Properties=species:S:1:pos:R:3:forces:R:3:mulliken_charge:R:1
C -0.7039 -0.9820 0.0969 5.496 0.647 0.066 -0.024
C 0.4823 -0.7358 0.0975 -0.988 -0.238 -0.180 0.133
C 1.8229 -0.3637 -0.0322 -2.113 -0.613 0.174 -0.202
N 2.9045 -0.0598 -0.2129 1.487 0.419 -0.112 -0.361
H -1.6566 -1.2472 0.1214 -3.581 -0.914 0.094 0.472
N -0.9714 1.9994 -0.0077 -0.840 -0.201 -0.057 -0.022
N -1.8778 1.3890 -0.0629 0.540 0.901 0.016 0.003
```
Positions in Å, forces in eV/Å.

## Properties
SMILES: C#CC#N.N#N
HOMO: -11.137 eV
ΔE to the lowest compared entry with this formula, charge and spin: 0.2 kcal per mole

---

C3HN4O6S | wB97M-V/def2-TZVPD

The geometry in XYZ format:
```
15
Properties=species:S:1:pos:R:3:forces:R:3:mulliken_charge:R:1
C -1.4271 -1.4979 -1.9596 0.351 -2.141 -2.072 0.612
C -2.3315 -2.0762 1.3964 0.068 0.017 0.498 0.757
C 1.2950 0.8347 -2.5891 0.141 1.083 -0.091 0.573
N -1.3397 -2.3963 -2.6848 0.230 -0.456 0.018 -0.545
N 1.4797 1.3961 1.0509 -0.180 -0.077 -3.302 -0.582
N 0.4392 1.0104 -1.7744 -0.968 -0.300 0.810 -0.292
N 1.3409 1.4895 2.3229 0.095 -3.241 0.006 0.977
O -1.1904 -2.1512 1.4960 0.994 -0.107 -0.221 -0.349
O 2.1228 2.1024 3.0086 1.364 1.960 1.291 -0.727
O -3.4815 -2.0132 1.3753 -1.078 0.075 -0.293 -0.404
O 2.0670 1.0184 -3.4303 0.974 -0.584 -0.991 -0.432
O 0.5109 0.7023 2.8414 -0.960 0.789 0.048 -0.679
O -1.6288 -0.4890 -1.3002 -0.851 2.687 1.808 -0.540
S -0.2555 0.3624 -0.4353 0.748 -0.051 1.432 0.483
H 2.3990 1.7077 0.6822 -0.928 0.347 1.060 0.147
```
Positions in Å, forces in eV/Å.

## Properties
HOMO: -5.298 eV
Total charge: -1
ΔE to the lowest compared entry with this formula, charge and spin: 9.3 kcal per mole

---

C3HN8O3 | wB97M-V/def2-TZVPD

The geometry in XYZ format:
```
15
Properties=species:S:1:pos:R:3:forces:R:3:mulliken_charge:R:1
C 1.3246 -1.3260 0.2981 1.230 -0.400 1.051 -0.001
C 0.2790 -1.1900 -0.6682 0.025 0.014 -0.036 0.787
C -0.7426 -0.1867 -0.7503 -0.201 -1.034 -1.191 0.409
N 2.0336 -2.4397 0.5519 -0.970 -0.626 -1.137 -0.378
N 1.7798 -0.3282 1.0706 -1.232 0.925 -0.748 -0.250
N 2.8954 -2.1019 1.4642 0.589 -0.594 0.315 -0.392
N 2.7476 -0.8415 1.7674 0.589 0.612 0.804 -0.468
N 0.1087 -1.9604 -1.7077 0.596 -0.259 0.353 -0.392
N -1.6528 1.5107 1.3711 0.160 -2.059 0.658 -0.441
N -1.4612 -0.3801 -1.7974 -0.364 0.846 0.734 -0.367
N -1.7099 2.5958 0.8702 0.218 1.551 -2.104 1.100
O -1.3998 2.6906 -0.5437 -0.210 0.040 0.592 -0.431
O -1.9989 3.6658 1.3613 -0.107 0.349 0.301 -0.635
O -0.9494 -1.4849 -2.4128 -0.295 0.374 0.081 -0.080
H -1.2542 1.7765 -0.8745 -0.028 0.262 0.327 0.540
```
Positions in Å, forces in eV/Å.

## Properties
HOMO (spin up / spin down): -5.586 / -5.558 eV
Total charge: -1

---

C3HNO | wB97M-V/def2-TZVPD

The geometry in XYZ format:
```
6
Properties=species:S:1:pos:R:3:forces:R:3:mulliken_charge:R:1
C 1.1127 -0.2670 -1.2270 -2.990 -2.888 2.858 -0.248
C -0.8739 0.4794 0.9813 -7.157 0.180 -7.065 0.371
C 0.8956 -0.0136 0.1377 2.095 2.734 0.762 0.118
N -1.9658 0.4565 0.0549 8.494 -0.026 7.190 -0.310
O 0.3428 0.6269 1.4515 -1.236 -1.996 -2.890 -0.157
H 0.4887 -1.2822 -1.3984 0.795 1.997 -0.854 0.226
```
Positions in Å, forces in eV/Å.

## Properties
HOMO (spin up / spin down): -8.106 / -10.715 eV
Spin multiplicity: 3
ΔE to the lowest compared entry with this formula, charge and spin: 175.3 kcal per mole

---

C3HNO2 | wB97M-V/def2-TZVPD

The geometry in XYZ format:
```
7
Properties=species:S:1:pos:R:3:forces:R:3:mulliken_charge:R:1
C -0.2112 0.1634 -0.4614 -0.140 -0.659 0.842 0.024
C -1.4567 -0.8013 -0.0774 2.276 -1.441 -0.148 0.429
C -2.5056 0.1148 -0.0776 -1.721 2.312 0.009 0.334
N -0.5529 0.6551 -1.5020 -0.582 0.601 -0.720 -0.411
O -1.3492 -1.9857 -0.2294 -0.491 -0.080 0.235 -0.454
O -3.0930 0.9696 0.4353 0.222 -0.814 -0.324 -0.265
H 0.6699 0.0608 0.1468 0.436 0.081 0.106 0.343
```
Positions in Å, forces in eV/Å.

## Properties
HOMO (spin up / spin down): -9.193 / -9.474 eV
ΔE to the lowest compared entry with this formula, charge and spin: 55.1 kcal per mole

---

C3HNO3S | wB97M-V/def2-TZVPD

The geometry in XYZ format:
```
9
Properties=species:S:1:pos:R:3:forces:R:3:mulliken_charge:R:1
O -0.3389 0.3029 2.5546 0.389 -0.187 -3.037 -0.483
C -0.1952 0.2459 1.3484 -0.586 0.440 1.429 0.489
O -0.5786 1.2522 0.4845 -0.148 0.356 1.462 -0.235
N -0.1563 0.9652 -0.8208 0.178 -1.306 -0.381 -0.038
C 0.1934 -0.3686 -0.9698 0.124 0.493 -2.452 -0.042
S 0.5101 -1.2355 -2.3564 -0.519 1.173 1.575 -0.205
C 0.3674 -0.8366 0.4024 1.211 -1.552 2.347 0.686
O 0.9472 -1.8167 0.8029 -0.746 0.814 -0.604 -0.446
H -0.7489 1.4913 -1.4459 0.097 -0.231 -0.340 0.273
```
Positions in Å, forces in eV/Å.

## Properties
SMILES: O=C1ONC(=S)C1=O
HOMO: -9.770 eV
ΔE to the lowest compared entry with this formula, charge and spin: 62.6 kcal per mole

---

C3HNOS2 | wB97M-V/def2-TZVPD

The geometry in XYZ format:
```
8
Properties=species:S:1:pos:R:3:forces:R:3:mulliken_charge:R:1
N -3.0234 0.3330 -0.0599 1.102 -0.782 0.387 -0.294
C -1.9882 -0.1699 0.0749 0.397 0.508 -0.837 0.044
C -0.5696 -0.7273 -0.0174 -0.249 -2.105 0.907 0.616
O -0.3689 -1.9368 0.0106 -0.467 2.436 -0.279 -0.454
C 0.5723 0.2680 -0.0062 0.965 1.404 -0.198 0.193
S 0.3297 1.8947 0.0071 -0.221 -1.349 0.019 -0.141
S 2.2331 -0.4311 -0.0123 -1.499 -0.258 0.004 -0.126
H 2.8149 0.7694 0.0033 -0.028 0.146 -0.003 0.162
```
Positions in Å, forces in eV/Å.

## Properties
SMILES: N#CC(=O)C(=S)S
HOMO: -9.858 eV
ΔE to the lowest compared entry with this formula, charge and spin: 26.8 kcal per mole

---

Repeat the fourth record exactly.
C3HN4O6S | wB97M-V/def2-TZVPD

The geometry in XYZ format:
```
15
Properties=species:S:1:pos:R:3:forces:R:3:mulliken_charge:R:1
C -1.4271 -1.4979 -1.9596 0.351 -2.141 -2.072 0.612
C -2.3315 -2.0762 1.3964 0.068 0.017 0.498 0.757
C 1.2950 0.8347 -2.5891 0.141 1.083 -0.091 0.573
N -1.3397 -2.3963 -2.6848 0.230 -0.456 0.018 -0.545
N 1.4797 1.3961 1.0509 -0.180 -0.077 -3.302 -0.582
N 0.4392 1.0104 -1.7744 -0.968 -0.300 0.810 -0.292
N 1.3409 1.4895 2.3229 0.095 -3.241 0.006 0.977
O -1.1904 -2.1512 1.4960 0.994 -0.107 -0.221 -0.349
O 2.1228 2.1024 3.0086 1.364 1.960 1.291 -0.727
O -3.4815 -2.0132 1.3753 -1.078 0.075 -0.293 -0.404
O 2.0670 1.0184 -3.4303 0.974 -0.584 -0.991 -0.432
O 0.5109 0.7023 2.8414 -0.960 0.789 0.048 -0.679
O -1.6288 -0.4890 -1.3002 -0.851 2.687 1.808 -0.540
S -0.2555 0.3624 -0.4353 0.748 -0.051 1.432 0.483
H 2.3990 1.7077 0.6822 -0.928 0.347 1.060 0.147
```
Positions in Å, forces in eV/Å.

## Properties
HOMO: -5.298 eV
Total charge: -1
ΔE to the lowest compared entry with this formula, charge and spin: 9.3 kcal per mole

---

Which formula does entry 6 have? C3HNO

---

What is the formula in the ninth record? C3HNOS2